No. 1
{
  "formula": "C30H22BrCrF4O4",
  "method": "the ωB97M-V functional and the def2-TZVPD basis",
  "charge": -2,
  "multiplicity": 6,
  "fmax_ha_per_bohr": 0.1526,
  "lumo_energy_ev": [4.12, 4.12],
  "mol_weight_da": 654.39,
  "de_lowest_kcal_mol": 0.4,
  "symbols": ["C", "H", "C", "O", "H", "O", "H", "H", "C", "C", "C", "Cr", "C", "H", "C", "H", "C", "H", "C", "C", "C", "C", "H", "H", "O", "C", "C", "C", "C", "H", "H", "H", "F", "F", "C", "H", "H", "H", "C", "C", "H", "H", "C", "F", "H", "O", "C", "H", "C", "C", "H", "F", "C", "C", "H", "C", "C", "H", "C", "Br", "C", "C"],
  "positions_angstrom": [[-31.11, 28.96, -18.21], [-26.77, 25.19, -17.55], [-33.09, 25.67, -20.90], [-27.72, 29.55, -18.75], [-31.43, 29.65, -14.91], [-25.42, 28.68, -14.81], [-31.17, 23.39, -19.12], [-34.33, 30.04, -17.98], [-26.99, 24.97, -21.74], [-27.10, 27.25, -18.27], [-32.37, 29.34, -18.57], [-28.11, 28.53, -20.52], [-23.52, 31.35, -20.31], [-33.69, 30.19, -15.58], [-30.68, 29.21, -16.91], [-25.93, 27.03, -24.10], [-27.20, 28.82, -17.90], [-27.52, 25.06, -20.81], [-25.08, 24.06, -22.83], [-26.39, 29.21, -16.74], [-32.99, 29.83, -16.33], [-25.05, 25.09, -23.71], [-32.18, 27.51, -21.79], [-25.95, 23.22, -21.11], [-25.69, 25.81, -15.35], [-26.98, 26.03, -22.59], [-30.45, 25.16, -20.08], [-31.43, 24.24, -19.74], [-32.03, 26.60, -21.23], [-26.37, 30.26, -16.49], [-24.37, 23.24, -22.85], [-29.68, 28.99, -16.57], [-26.08, 28.95, -21.19], [-27.77, 27.16, -22.37], [-25.95, 28.25, -15.93], [-22.11, 29.81, -22.99], [-21.63, 31.55, -21.32], [-34.12, 25.84, -21.15], [-24.69, 30.61, -20.21], [-24.85, 29.54, -21.09], [-33.48, 23.72, -19.75], [-29.41, 24.94, -19.86], [-23.95, 29.27, -22.12], [-30.18, 28.68, -19.10], [-24.28, 25.18, -24.47], [-27.49, 27.00, -19.42], [-26.08, 26.75, -16.19], [-25.43, 30.90, -19.48], [-25.99, 24.01, -21.85], [-26.61, 26.24, -17.34], [-23.36, 32.17, -19.64], [-29.74, 27.11, -21.10], [-30.72, 26.23, -20.86], [-22.59, 31.05, -21.28], [-24.16, 28.51, -22.86], [-33.34, 29.74, -17.67], [-31.67, 29.56, -15.96], [-32.55, 29.21, -19.63], [-22.81, 30.04, -22.20], [-29.21, 30.09, -22.07], [-32.77, 24.41, -20.19], [-26.02, 26.10, -23.56]]
}



No. 2
{
  "formula": "C30H22F5N5OPt",
  "method": "the ωB97M-V functional and the def2-TZVPD basis",
  "charge": 1,
  "multiplicity": 6,
  "fmax_ha_per_bohr": 0.0077,
  "lumo_energy_ev": [-2.89, -4.91],
  "mol_weight_da": 758.61,
  "de_lowest_kcal_mol": 1.7,
  "symbols": ["C", "C", "H", "C", "C", "H", "C", "C", "C", "C", "H", "H", "N", "H", "C", "O", "C", "H", "H", "H", "H", "C", "F", "H", "H", "H", "C", "F", "H", "H", "C", "H", "C", "C", "F", "C", "C", "C", "N", "F", "H", "H", "C", "Pt", "C", "C", "C", "C", "H", "C", "F", "C", "C", "H", "C", "H", "C", "N", "H", "N", "N", "C", "H", "C"],
  "positions_angstrom": [[-4.24, -1.07, -0.35], [3.68, 0.11, 3.89], [5.59, 0.31, 2.99], [-0.69, -0.32, -2.88], [-5.50, 1.35, -0.10], [-3.66, 1.90, 0.92], [3.30, 0.31, -4.00], [4.05, 0.22, 1.51], [1.81, -0.04, 2.34], [2.30, -0.03, 3.66], [1.13, -4.98, -1.54], [-1.42, -0.40, 2.81], [-3.63, -0.05, 0.28], [-1.17, 2.89, 0.26], [0.92, -0.03, -4.63], [-2.43, -0.23, 0.79], [0.03, -0.27, 4.43], [-1.69, -0.51, -2.51], [4.06, 0.13, 4.91], [1.72, -0.12, 5.73], [-7.15, 0.45, -1.15], [-6.15, 0.31, -0.75], [-1.44, -7.07, 0.22], [5.32, 0.57, -3.29], [1.04, -2.50, -1.60], [-1.50, -4.84, 1.84], [0.54, -4.44, -0.82], [0.50, -7.17, -0.72], [4.77, 0.33, 0.73], [4.75, 0.46, -0.97], [-0.18, -5.09, 0.16], [-0.70, -0.34, 5.22], [-0.41, -0.25, -4.21], [-4.23, 1.15, 0.41], [0.35, -6.99, 1.42], [4.53, 0.22, 2.83], [-0.19, -6.60, 0.26], [4.28, 0.43, -3.01], [2.09, 0.13, -0.02], [0.40, 2.82, -0.95], [-5.95, 2.32, 0.01], [1.17, 0.02, -5.68], [2.70, 0.12, 1.21], [-0.22, 0.22, 0.07], [2.58, 0.19, -1.28], [-0.91, -2.98, 0.96], [0.49, -3.05, -0.85], [-5.51, -0.91, -0.87], [-5.97, -1.75, -1.37], [-0.37, -0.30, 3.09], [0.55, 2.73, 1.24], [-0.93, -4.36, 1.07], [1.36, -0.14, 4.71], [3.57, 0.38, -5.05], [3.95, 0.36, -1.69], [-1.21, -0.36, -4.92], [1.94, 0.12, -3.67], [-0.22, -2.33, 0.02], [-3.67, -1.98, -0.40], [0.31, -0.16, -1.94], [0.48, -0.21, 2.10], [1.60, 0.06, -2.30], [-1.49, -2.37, 1.63], [-0.22, 2.35, 0.17]]
}



No. 3
{
  "formula": "C30H22F6GeN3O2PtSb",
  "method": "the ωB97M-V functional and the def2-TZVPD basis",
  "charge": 2,
  "multiplicity": 1,
  "fmax_ha_per_bohr": 0.0396,
  "lumo_energy_ev": -8.85,
  "mol_weight_da": 959.96,
  "de_lowest_kcal_mol": 27.2,
  "symbols": ["H", "H", "C", "H", "C", "O", "C", "C", "C", "H", "N", "C", "C", "H", "N", "C", "C", "H", "C", "Sb", "C", "H", "C", "H", "F", "C", "C", "Pt", "C", "F", "H", "H", "C", "H", "C", "C", "C", "C", "H", "H", "F", "F", "Ge", "H", "C", "H", "C", "H", "H", "H", "H", "C", "C", "H", "F", "C", "C", "O", "N", "C", "C", "H", "C", "F", "C", "H"],
  "positions_angstrom": [[-0.94, 0.44, 5.21], [-0.37, 1.78, 3.19], [-1.86, 2.58, -0.45], [-3.62, 1.43, 0.07], [-1.32, 3.87, -0.58], [1.66, -5.89, 2.89], [-2.25, -0.82, 0.84], [1.42, 1.48, -4.48], [-0.18, 0.71, 3.23], [-4.03, 5.67, 0.31], [1.54, -0.73, 0.03], [-1.59, -0.64, -0.37], [-1.39, -1.74, -1.21], [0.39, -4.09, 3.87], [1.44, -5.32, 1.85], [-1.16, 0.87, -3.61], [-0.51, -0.05, 4.35], [-2.44, 0.03, 1.49], [-0.27, -1.41, 4.34], [4.13, 2.49, 0.89], [1.23, -1.66, 0.98], [2.48, -4.41, -0.55], [-1.86, -2.99, -0.84], [-4.98, 3.41, 0.58], [3.97, 4.31, 0.71], [0.42, 1.20, -5.40], [-2.10, 4.97, -0.29], [1.21, 1.16, 0.70], [2.18, -1.08, -1.07], [2.41, 2.40, -0.39], [-1.69, 5.97, -0.40], [-1.64, 0.66, -5.69], [-2.71, -2.07, 1.21], [-0.52, -2.02, 5.20], [1.18, -3.86, 1.93], [-0.16, 1.15, -2.68], [0.61, -1.18, 2.14], [2.52, -2.41, -1.30], [0.63, 1.26, -6.46], [2.42, 1.73, -4.82], [5.13, 2.23, -0.64], [3.82, 0.61, 0.88], [-0.76, 1.05, -0.84], [-2.17, 0.65, -3.29], [-0.86, 0.89, -4.97], [-1.73, -3.84, -1.51], [0.61, -3.40, 3.07], [-0.90, -1.61, -2.17], [-3.25, -2.20, 2.15], [-2.87, -4.14, 0.66], [1.91, 1.75, -2.42], [2.21, -3.38, -0.37], [-2.51, -3.16, 0.38], [2.41, -0.30, -1.78], [5.31, 2.39, 2.29], [1.13, 1.47, -3.12], [-3.18, 2.41, -0.01], [1.36, -5.82, 0.75], [0.36, 0.14, 2.16], [-3.95, 3.53, 0.26], [0.30, -2.01, 3.21], [-0.30, 4.00, -0.94], [-3.41, 4.80, 0.12], [2.56, 2.44, 2.09], [1.54, -3.01, 0.82], [3.03, -2.67, -2.21]]
}



No. 4
{
  "formula": "C30H23BBrF4N3O3Rh",
  "method": "the ωB97M-V functional and the def2-TZVPD basis",
  "charge": 1,
  "multiplicity": 5,
  "fmax_ha_per_bohr": 0.0043,
  "lumo_energy_ev": [-3.37, -5.41],
  "mol_weight_da": 743.15,
  "de_lowest_kcal_mol": 0.0,
  "symbols": ["Br", "H", "C", "C", "F", "H", "H", "F", "C", "H", "H", "H", "H", "C", "O", "H", "C", "C", "C", "F", "N", "C", "C", "C", "N", "H", "C", "H", "F", "H", "C", "C", "H", "B", "O", "H", "C", "H", "C", "C", "H", "C", "C", "H", "C", "C", "C", "C", "C", "C", "H", "H", "C", "H", "N", "C", "H", "C", "C", "O", "C", "Rh", "H", "H", "H", "C"],
  "positions_angstrom": [[1.67, -0.63, 5.82], [-0.23, -1.47, -6.04], [-2.05, 3.63, -5.71], [1.96, 2.86, -2.73], [2.27, 0.90, 1.67], [0.08, -2.77, 1.41], [-3.15, 2.07, -0.31], [1.64, 0.19, -0.44], [-0.67, 0.60, 1.98], [-3.85, -0.12, -1.26], [3.16, 6.03, -2.50], [-3.06, 1.38, -5.20], [-0.66, -3.84, -5.42], [1.14, 5.46, -2.16], [-1.27, 0.99, 0.96], [0.34, 1.86, 5.01], [-3.48, 0.51, -3.29], [-1.11, 4.79, -1.72], [-0.11, -0.75, 2.12], [3.38, 1.70, -0.19], [-0.67, -1.58, -0.09], [0.60, 3.07, -2.40], [0.55, -1.08, 3.28], [-0.81, -2.67, -0.97], [-0.49, -1.09, -2.73], [0.96, -2.07, 3.39], [-2.70, 2.92, -2.20], [-1.18, 5.80, -1.34], [1.19, 2.33, 0.23], [-1.12, -5.52, -3.60], [-3.07, 1.53, -4.13], [-0.34, -0.79, -3.99], [3.88, 3.70, -2.97], [2.18, 1.33, 0.35], [-2.20, 3.80, -4.30], [-3.79, -0.44, -3.72], [-0.38, -1.76, -5.01], [-3.02, 3.45, -6.19], [-0.78, -3.41, -3.31], [-0.69, -2.38, -2.36], [-1.64, 4.57, -6.07], [0.72, -0.15, 4.30], [-1.21, -4.99, -1.54], [2.28, 1.84, -2.89], [-1.04, -4.73, -2.87], [-3.51, 0.68, -1.91], [-2.66, 2.75, -3.59], [-3.14, 1.91, -1.38], [-1.10, -3.96, -0.58], [2.84, 3.90, -2.76], [-3.00, 4.69, -1.19], [0.81, 6.47, -1.93], [-0.61, -3.06, -4.67], [-1.37, 2.82, -5.93], [-2.27, 4.16, -1.64], [0.19, 1.16, 4.20], [-0.91, 2.50, 2.96], [-0.50, 1.51, 3.09], [0.18, 4.41, -2.13], [-0.24, 2.10, -2.34], [-0.24, -1.78, 1.10], [-0.50, 0.46, -1.09], [-1.27, -4.19, 0.46], [-1.44, -5.99, -1.20], [-0.19, 0.26, -4.22], [2.44, 5.23, -2.48]]
}



No. 5
{
  "formula": "C30H23BrClN7NaO3SSbSe4",
  "method": "the ωB97M-V functional and the def2-TZVPD basis",
  "charge": -2,
  "multiplicity": 1,
  "fmax_ha_per_bohr": 0.0204,
  "lumo_energy_ev": 3.28,
  "mol_weight_da": 1137.57,
  "de_lowest_kcal_mol": 14.6,
  "symbols": ["C", "H", "H", "Cl", "C", "C", "H", "C", "N", "H", "H", "C", "H", "C", "C", "Br", "O", "Se", "C", "H", "N", "H", "C", "N", "C", "C", "Na", "O", "N", "C", "C", "C", "H", "C", "C", "N", "C", "C", "H", "N", "C", "Se", "C", "C", "H", "C", "H", "Sb", "H", "C", "H", "H", "H", "H", "C", "S", "Se", "N", "H", "H", "Se", "H", "C", "C", "C", "H", "C", "O", "C", "C", "H", "H"],
  "positions_angstrom": [[-5.69, 1.01, -0.90], [3.95, -2.81, -0.84], [1.14, -0.81, -2.00], [-4.88, 3.37, -2.00], [-1.67, 3.36, 1.22], [3.39, 3.68, 0.72], [1.49, -5.60, -0.58], [3.57, -2.13, -0.08], [0.31, -3.30, 0.00], [4.61, 4.77, -2.25], [-3.16, -4.66, -2.10], [2.37, -2.40, 0.55], [-0.88, -4.88, 0.43], [0.92, 1.34, -2.29], [2.22, -4.85, -0.31], [6.08, 3.31, -0.15], [-2.90, -2.59, 0.40], [-1.97, -2.89, 3.32], [-1.77, 2.16, 1.87], [-6.66, 1.48, -0.81], [0.38, 5.49, -0.64], [5.20, -0.73, -0.23], [4.29, 3.91, -0.32], [0.21, 0.06, -0.41], [-3.37, 1.14, -1.55], [-1.37, -4.19, -1.44], [-1.15, -1.63, 0.75], [-4.96, -3.13, -0.28], [1.88, -1.60, 1.50], [2.08, 4.13, 0.60], [-4.03, -2.34, -0.09], [1.54, -3.58, 0.09], [2.85, -4.65, -1.18], [-0.16, 2.47, -0.46], [-0.27, 1.21, 0.16], [-2.54, -4.88, -1.33], [2.59, 5.04, -1.55], [-4.23, -0.89, -0.54], [-3.00, -4.72, -0.44], [-0.68, 4.95, -0.20], [-0.79, 3.60, 0.16], [1.47, -0.93, 5.10], [1.67, 4.80, -0.55], [3.72, -0.12, 1.20], [3.70, 3.17, 1.62], [-4.63, 1.71, -1.44], [-2.20, -0.60, -1.20], [0.61, -2.49, 3.51], [2.08, 0.12, 2.60], [3.90, 4.59, -1.46], [2.83, -5.19, 0.52], [0.46, 3.41, -2.30], [-2.23, 4.22, 1.57], [1.37, 1.34, -3.28], [2.53, -0.48, 1.81], [-0.93, -3.27, -2.79], [1.83, -4.55, 3.25], [-0.55, -4.37, -0.38], [1.38, 3.95, 1.40], [-6.30, -0.88, -0.07], [-2.05, -3.97, 5.36], [4.23, 0.79, 1.48], [-5.49, -0.29, -0.47], [-1.00, 1.03, 1.46], [0.80, 0.13, -1.58], [2.27, 5.60, -2.42], [-3.18, -0.15, -1.09], [-0.94, -0.04, 2.09], [4.26, -0.97, 0.25], [0.43, 2.49, -1.74], [-2.41, 2.03, 2.74], [-2.55, 1.71, -1.98]]
}



No. 6
{
  "formula": "C30H23ClF4N4O4S2Ti",
  "method": "the ωB97M-V functional and the def2-TZVPD basis",
  "charge": 2,
  "multiplicity": 1,
  "fmax_ha_per_bohr": 0.0146,
  "lumo_energy_ev": -7.66,
  "mol_weight_da": 726.98,
  "de_lowest_kcal_mol": 6.6,
  "symbols": ["C", "F", "C", "H", "Ti", "H", "C", "H", "H", "S", "N", "C", "H", "H", "C", "C", "C", "C", "H", "H", "C", "C", "O", "C", "C", "H", "F", "C", "C", "H", "C", "H", "N", "C", "H", "C", "O", "C", "H", "C", "O", "C", "H", "C", "C", "H", "H", "H", "H", "C", "H", "C", "C", "O", "H", "Cl", "S", "N", "H", "C", "H", "C", "N", "F", "C", "C", "C", "H", "F"],
  "positions_angstrom": [[-2.42, -6.86, -2.76], [5.38, -0.12, 1.38], [-0.69, 2.45, 0.54], [-3.90, -5.34, -2.18], [0.79, -0.25, 0.26], [2.16, 2.23, -1.03], [0.57, 0.01, -2.98], [-0.15, 7.32, 2.29], [0.66, 2.37, -1.99], [-3.08, 5.70, 0.98], [-0.72, 1.17, 0.17], [-1.92, -0.77, -0.62], [3.22, -0.08, -2.75], [-0.46, -7.80, -3.12], [-1.06, -6.95, -2.82], [3.11, 0.47, 1.81], [-1.90, -3.38, -1.51], [-1.73, 4.64, 1.08], [2.45, -1.41, -1.88], [0.50, -1.07, -3.05], [-0.73, -2.65, -1.22], [2.67, -0.34, -1.84], [1.75, -2.45, 2.90], [-1.92, 0.58, -0.14], [1.62, 1.86, -1.90], [-4.04, -3.24, -1.50], [6.02, 0.27, 3.90], [-3.14, -1.41, -0.85], [-0.88, 6.64, 1.88], [0.24, -3.12, -1.33], [-3.11, -2.73, -1.31], [2.20, 2.05, -2.80], [1.38, 0.39, -1.79], [4.77, 0.47, 3.55], [1.04, 0.40, -3.88], [-3.12, 1.29, -0.02], [0.15, -3.70, 1.68], [-1.84, 3.24, 0.66], [4.16, 0.85, -0.77], [-2.15, 7.01, 1.56], [-0.05, -1.29, 1.81], [-4.36, 0.61, -0.28], [-2.61, 7.99, 1.65], [-3.05, 2.62, 0.39], [2.21, 0.87, 2.78], [-3.08, -7.67, -3.03], [-5.30, -1.19, -0.85], [4.14, 1.02, 5.53], [-0.43, 0.43, -2.89], [4.42, 0.26, 2.22], [0.31, 4.80, 1.80], [-1.81, -4.75, -2.01], [-4.37, -0.68, -0.66], [1.62, -2.18, 0.52], [0.29, 2.85, 0.77], [0.88, -2.51, 1.80], [-0.30, -5.50, -2.36], [-0.73, -1.39, -0.81], [4.12, -0.85, -0.35], [-2.85, -5.60, -2.30], [-3.98, 3.17, 0.51], [3.84, 0.88, 4.50], [2.57, 0.31, 0.50], [0.92, 1.04, 2.34], [2.54, 1.08, 4.09], [3.50, 0.00, -0.60], [-0.64, 5.28, 1.61], [-5.28, 1.16, -0.17], [1.60, 1.46, 4.95]]
}



No. 7
{
  "formula": "C30H23I2IrN3O2",
  "method": "the ωB97M-V functional and the def2-TZVPD basis",
  "charge": 1,
  "multiplicity": 1,
  "fmax_ha_per_bohr": 0.0219,
  "lumo_energy_ev": -3.16,
  "mol_weight_da": 903.56,
  "de_lowest_kcal_mol": 0.0,
  "symbols": ["H", "H", "H", "H", "H", "C", "C", "H", "C", "C", "H", "H", "C", "H", "C", "C", "C", "H", "C", "C", "C", "H", "C", "C", "C", "C", "I", "H", "H", "H", "N", "H", "C", "N", "C", "H", "C", "C", "C", "C", "C", "H", "C", "H", "H", "H", "N", "C", "C", "H", "C", "Ir", "I", "H", "H", "C", "O", "C", "O", "C", "C"],
  "positions_angstrom": [[2.07, 4.76, -0.69], [-2.44, -2.24, 0.09], [3.59, -2.00, 0.02], [4.85, -4.06, 0.66], [0.34, 4.16, 3.78], [1.69, -5.27, 0.50], [3.09, -2.95, 0.18], [-4.63, 0.77, -4.37], [3.77, -4.10, 0.53], [0.10, 0.66, 2.16], [3.57, -6.18, 1.00], [-2.62, -3.54, -1.09], [-4.15, -1.42, -1.83], [-0.91, -3.83, 0.87], [-2.08, -0.90, -2.91], [1.23, 1.45, 1.94], [-0.95, 1.14, 2.92], [4.07, 1.73, 2.06], [-2.16, -2.56, -0.92], [1.31, 2.71, 2.55], [-0.97, 3.83, 0.52], [1.91, 2.50, -1.70], [-4.81, -0.58, -2.71], [1.11, 2.88, -1.07], [3.06, -5.27, 0.71], [1.08, -4.09, 0.14], [-1.66, 1.03, -5.19], [-1.82, 0.53, 3.08], [1.11, -6.18, 0.60], [3.52, 2.70, 0.71], [1.77, -2.94, 0.00], [4.32, 1.15, 0.39], [-0.01, 2.07, -0.83], [0.40, 6.89, 1.49], [-1.06, 2.57, -0.05], [2.18, 3.33, 2.41], [-2.77, -1.60, -1.92], [-4.11, 0.11, -3.69], [-2.74, -0.04, -3.78], [-0.13, -0.34, -1.96], [1.20, 4.14, -0.51], [-1.93, 1.96, 0.13], [3.64, 1.68, 1.06], [-0.80, -4.85, -0.57], [-1.77, 4.21, 1.13], [-1.69, 2.78, 4.09], [-0.69, -2.76, -0.92], [0.17, 4.61, 0.30], [0.27, 3.19, 3.32], [0.06, -0.35, 1.78], [0.29, 5.88, 0.95], [0.65, -1.26, -0.36], [-6.87, -0.32, -2.53], [-0.41, -2.96, -1.88], [-4.70, -1.96, -1.08], [2.31, 0.98, 1.08], [2.20, -0.02, 0.35], [-0.08, 0.76, -1.37], [-0.69, -1.02, -2.99], [-0.87, 2.41, 3.49], [-0.40, -3.96, -0.09]]
}



In a.u., the electronic energy values for the records above are, in order, -5475.23322 -2123.68023 -4506.28076 -4655.85137 -15206.89479 -4181.79646 -2171.18637.